ORCA calculation (the ωB97M-V functional and the def2-TZVPD basis) on C37H28F6N3O7PS2Ti as an isolated structure.

Values from the calculation:
energy relative to the best compared isomer or geometry (same formula, charge and spin): 58.1 kcal per mole
HOMO: -0.79 eV
frontier orbital gap: 4.69 eV
LUMO level: 3.90 eV

```
! wB97M-V def2-TZVPD RIJCOSX def2/J DEFGRID3
* xyz -2 1
Ti 1.1642 -0.4734 -0.3207
O -0.2331 0.3193 -1.4982
C -0.1848 1.0371 -2.5608
C -1.3636 1.6837 -3.0246
C -1.3684 2.5340 -4.0997
C -0.1892 2.7984 -4.8056
C 0.9522 2.1246 -4.4424
C 0.9829 1.2279 -3.3662
C 2.0989 0.3317 -3.2391
N 2.2004 -0.5384 -2.3208
C 3.1503 -1.6302 -2.4267
C 3.2260 -2.2545 -1.0189
N 3.0510 -1.1005 -0.1559
C 4.0979 -0.3473 -0.0122
C 4.1022 1.0821 0.0601
C 5.3163 1.7715 0.1986
C 5.3973 3.1420 0.0901
C 4.2374 3.8786 -0.1587
C 3.0176 3.2408 -0.2442
C 2.8999 1.8451 -0.1170
O 1.7360 1.2921 -0.1976
H -2.2813 1.4543 -2.5036
H -2.2943 3.0074 -4.4069
H -0.1890 3.4768 -5.6492
H 1.8639 2.2572 -5.0168
H 2.8234 0.3531 -4.0663
H 4.1426 -1.2581 -2.7256
H 2.7861 -2.3459 -3.1667
H 4.1912 -2.7553 -0.8699
H 2.4089 -2.9632 -0.8754
H 5.0770 -0.8351 -0.0801
H 6.2135 1.1888 0.3801
H 6.3478 3.6492 0.2005
H 4.2869 4.9540 -0.2804
H 2.1017 3.7912 -0.4223
F -2.3631 -2.0728 -1.5180
C -2.1356 -2.9577 -2.4957
F -2.2696 -2.2864 -3.6628
F -3.1340 -3.8482 -2.4729
S -0.3718 -3.6366 -2.4200
O 0.3283 -2.4278 -2.8042
O -0.3981 -4.6492 -3.4538
N -0.0398 -4.2446 -1.0524
S -0.2297 -3.4721 0.4468
O 0.2995 -1.9221 0.1509
O 0.8832 -3.9755 1.2656
C -1.6406 -5.3234 0.8026
F -2.0630 -5.3246 2.1437
F -1.6003 -6.6713 0.4830
F -2.7613 -4.8576 0.1249
O 2.7214 0.1434 2.2489
C 1.5889 -0.2168 1.9520
C 0.5967 -0.3415 3.0425
C 1.0133 -0.6874 4.3359
C 0.1221 -0.6755 5.3865
C -1.1980 -0.2837 5.1765
C -1.6243 0.0322 3.8985
C -0.7438 -0.0251 2.8204
P -1.2402 0.2237 1.0606
C -2.9018 -0.5267 1.3239
C -4.1367 0.0508 1.0536
C -5.3092 -0.6587 1.2809
C -5.2633 -1.9428 1.7942
C -4.0349 -2.5252 2.0782
C -2.8664 -1.8326 1.8257
C -1.5033 2.0377 1.0553
C -2.3098 2.6529 0.0983
C -2.3165 4.0300 -0.0547
C -1.4992 4.8215 0.7376
C -0.6897 4.2234 1.6929
C -0.6810 2.8472 1.8439
H 2.0519 -0.9494 4.4862
H 0.4491 -0.9507 6.3827
H -1.8952 -0.2282 6.0040
H -2.6540 0.3234 3.7313
H -4.1968 1.0670 0.6898
H -6.2643 -0.1979 1.0547
H -6.1771 -2.4979 1.9669
H -3.9801 -3.5239 2.4854
H -1.9134 -2.3046 2.0147
H -2.9187 2.0407 -0.5499
H -2.9495 4.4903 -0.8036
H -1.4712 5.8952 0.5975
H -0.0528 4.8340 2.3215
H -0.0260 2.3865 2.5722
*
```

ORCA calculation (the ωB97M-V functional and the def2-TZVPD basis) on one molecule with the formula C12H12O2S.

Values from the calculation:
energy relative to the best compared isomer or geometry (same formula, charge and spin): 44.6 kcal per mole
HOMO: -8.80 eV
frontier orbital gap: 8.56 eV
LUMO level: -0.24 eV

```
! wB97M-V def2-TZVPD RIJCOSX def2/J DEFGRID3
* xyz 0 1
C -0.1696 -3.6832 -2.5536
C 0.7468 -2.9365 -1.8346
C -1.4658 -3.4272 -2.1915
C 0.3957 -1.9735 -0.9160
C -1.9292 -2.5333 -1.3075
C -0.9169 -1.7059 -0.6710
C -1.3728 -0.6313 0.1820
C 0.7025 2.3348 1.9935
C 0.7143 -0.3006 1.9760
C 0.6447 2.7478 0.5829
C -0.0930 0.9222 2.1161
C -0.0295 0.2121 0.7840
O -2.4881 -0.1395 0.3752
O -0.2884 1.3921 -1.4982
S 0.7245 1.2960 -0.4625
H 0.1329 -4.4816 -3.2313
H 1.7916 -3.0787 -1.9816
H -2.2280 -4.0714 -2.6555
H 1.1397 -1.2109 -0.5721
H -2.9148 -2.4509 -1.0455
H 1.6975 2.1507 2.2623
H 0.3366 3.0742 2.7314
H 1.7451 -0.1837 2.1295
H 0.4452 -1.2481 2.3118
H -0.2706 3.1092 0.3585
H 1.4118 3.5906 0.3343
H -0.8425 0.9617 2.8292
*
```

ORCA calculation (the ωB97M-V functional and the def2-TZVPD basis) on a 2-piece molecular cluster, C15H27O3S overall.

Values from the calculation:
HOMO: -11.23 eV
frontier orbital gap: 7.83 eV
LUMO level: -3.40 eV

```
! wB97M-V def2-TZVPD RIJCOSX def2/J DEFGRID3
* xyz 1 1
C 1.8892 -1.3732 -1.9409
S 1.9221 0.1506 -2.9896
C 0.2070 0.7935 -3.2552
C -0.8010 -0.3831 -3.4268
C -0.4904 -1.6070 -4.1705
C -1.4441 -2.6941 -4.2683
C -2.7489 -2.5856 -3.6336
C -3.0807 -1.3631 -2.9257
C -4.4883 -1.1935 -2.2560
C -2.1269 -0.2579 -2.8061
H 1.9606 -2.2356 -2.6618
H 0.8742 -1.4838 -1.4662
H 2.7329 -1.4153 -1.2164
H 2.3711 -0.1832 -4.2418
H -0.0778 1.3218 -2.3007
H 0.1582 1.5642 -4.0661
H 0.5226 -1.6785 -4.6387
H -1.1352 -3.6075 -4.8185
H -3.4326 -3.4626 -3.7403
H -5.2275 -1.8812 -2.7478
H -4.3924 -1.4379 -1.1692
H -4.8650 -0.1367 -2.3333
H -2.4532 0.6508 -2.2470
C 2.6429 0.6351 5.4149
O 1.4328 0.6576 4.6810
C 0.7074 1.8712 4.7850
C 0.1841 2.3290 3.4326
O 1.1671 2.7338 2.4813
C 2.0571 1.7439 1.9835
C 1.4249 0.6691 1.1064
O 0.5530 -0.1730 1.8438
C -0.6929 -0.3876 1.2094
H 2.4563 0.3092 6.4436
H 3.3188 -0.0832 4.9436
H 3.1432 1.6095 5.4170
H 1.3232 2.6665 5.2190
H -0.1402 1.6925 5.4569
H -0.4268 3.2212 3.6085
H -0.4930 1.5929 2.9991
H 2.6432 1.3078 2.7919
H 2.7738 2.2883 1.3600
H 2.2257 0.0309 0.7045
H 0.9115 1.1448 0.2604
H -1.0810 0.5250 0.7477
H -1.4040 -0.7056 1.9732
H -0.6012 -1.1800 0.4572
*
```

ORCA calculation (the ωB97M-V functional and the def2-TZVPD basis) on a 2-piece molecular cluster, C6H5NO2S overall.

Values from the calculation:
energy relative to the best compared isomer or geometry (same formula, charge and spin): 66.8 kcal per mole
HOMO (spin up / spin down): -7.74 / -7.74 eV
frontier orbital gap (spin up / spin down): 7.10 / 7.10 eV
LUMO level (spin up / spin down): -0.64 / -0.64 eV

```
! wB97M-V def2-TZVPD RIJCOSX def2/J DEFGRID3
* xyz 0 1
C 1.2359 -0.3579 -0.6866
C 1.5175 -1.7457 -0.4412
C -1.9914 1.2094 -0.0858
C 0.1239 0.1711 -0.3106
C 1.8887 2.7963 1.3755
C 0.7259 -2.6338 0.1865
N -0.7382 0.9739 -0.1743
O -4.3888 1.0997 0.5632
O 2.2062 3.5652 0.6155
S -3.1985 0.2276 0.5256
H 1.7689 0.3991 -1.1621
H 2.4721 -2.0843 -0.8589
H -2.4348 2.2187 -0.2613
H -0.2545 -2.1715 0.4726
H 1.0672 -3.6679 0.2419
*
```

ORCA calculation (the ωB97M-V functional and the def2-TZVPD basis) on C20H25Cl2PW as an isolated structure.

Values from the calculation:
energy relative to the best compared isomer or geometry (same formula, charge and spin): 0.0 kcal per mole
HOMO (spin up / spin down): -7.16 / -8.08 eV
frontier orbital gap (spin up / spin down): 6.88 / 6.32 eV
<S²>: 2.015
LUMO level (spin up / spin down): -0.28 / -1.76 eV

```
! wB97M-V def2-TZVPD RIJCOSX def2/J DEFGRID3
* xyz 0 3
W -0.2076 0.3095 -0.3362
Cl -0.2114 2.3971 -1.2324
Cl 0.5980 1.3949 1.7009
C 1.5652 -0.5238 -0.1607
H 1.8888 -1.4224 -0.7036
H 2.3543 -0.1442 0.5021
C -1.4848 -0.4624 -1.8525
C -0.1519 -1.0934 -1.8676
H -2.3037 -1.0806 -1.4854
C 0.7489 -0.9100 -3.0798
H -0.0871 -2.0622 -1.3752
C 0.5870 0.4760 -3.7135
H 1.8059 -1.0764 -2.8196
H 0.4952 -1.6742 -3.8365
C -0.8636 0.7454 -4.0859
H 0.9781 1.2675 -3.0603
H 1.1947 0.5217 -4.6249
C -1.9071 0.4558 -2.9892
H -0.9656 1.7746 -4.4498
H -1.1226 0.0909 -4.9278
H -2.2621 1.4089 -2.5831
H -2.7954 0.0219 -3.4809
C -3.5288 -1.2300 0.6636
P -1.8524 -0.7662 1.2399
C -2.3581 0.4674 2.5189
C -2.1936 0.2977 3.9021
C -2.4163 1.3790 4.7627
C -2.8023 2.6234 4.2493
C -3.0148 2.7742 2.8731
C -2.8300 1.6872 2.0224
C -1.2459 -2.2823 2.0647
C -2.0720 -3.4077 2.2700
C -1.5333 -4.6130 2.7308
C -0.1563 -4.7387 2.9576
C 0.6688 -3.6298 2.7382
C 0.1214 -2.3972 2.3700
H -4.0243 -0.3706 0.1948
H -4.1337 -1.5584 1.5228
H -3.4774 -2.0294 -0.0858
H -1.8716 -0.6659 4.2950
H -2.2831 1.2633 5.8406
H -2.9520 3.4806 4.9148
H -3.3145 3.7390 2.4621
H -3.0064 1.8104 0.9524
H -3.1439 -3.3379 2.0769
H -2.1904 -5.4623 2.9285
H 0.2620 -5.6765 3.3315
H 1.7452 -3.7210 2.8832
H 0.7606 -1.5214 2.2894
*
```

ORCA calculation (the ωB97M-V functional and the def2-TZVPD basis) on a 2-piece molecular cluster, C2H6NO3 overall.

Values from the calculation:
energy relative to the best compared isomer or geometry (same formula, charge and spin): 13.7 kcal per mole
HOMO: -4.38 eV
frontier orbital gap: 8.65 eV
LUMO level: 4.28 eV

```
! wB97M-V def2-TZVPD RIJCOSX def2/J DEFGRID3
* xyz -1 1
O 0.9862 -1.0467 2.0947
C 0.3249 -0.7558 1.0825
O 0.0316 -1.5337 0.1178
C -0.1390 0.7255 1.0662
N -0.6895 1.3054 -0.1862
H -0.8901 0.7975 1.8580
H 0.7582 1.2439 1.4185
H -0.8555 0.5038 -0.7937
H 0.0704 1.8352 -0.5915
H 0.5205 -0.8107 -1.3476
H -0.5325 -1.2410 -2.3875
O 0.4145 -1.0234 -2.3314
*
```

ORCA calculation (the ωB97M-V functional and the def2-TZVPD basis) on one molecule with the formula C5H7N.

Values from the calculation:
energy relative to the best compared isomer or geometry (same formula, charge and spin): 109.7 kcal per mole
HOMO: -8.94 eV
frontier orbital gap: 9.69 eV
LUMO level: 0.75 eV

```
! wB97M-V def2-TZVPD RIJCOSX def2/J DEFGRID3
* xyz 0 1
C 2.3218 0.1664 -0.6799
C 1.3884 -0.3487 0.3064
C 0.4058 -0.5067 1.0314
C -0.7399 -0.0751 0.1501
C -2.1463 -0.4800 0.2651
N -1.7390 0.8972 0.5653
H 2.3161 -0.3729 -1.6367
H 3.2941 0.0686 -0.2060
H 2.1287 1.2305 -0.8846
H -0.4134 0.1044 -0.8682
H -2.4619 -1.1312 1.0723
H -2.6603 -0.5880 -0.6856
H -1.6942 1.0355 1.5705
*
```

ORCA calculation (the ωB97M-V functional and the def2-TZVPD basis) on C16H19N3O2SeSiTc as an isolated structure.

Values from the calculation:
energy relative to the best compared isomer or geometry (same formula, charge and spin): 6.0 kcal per mole
HOMO (spin up / spin down): -13.45 / -13.45 eV
frontier orbital gap (spin up / spin down): 5.39 / 4.94 eV
<S²>: 3.797
LUMO level (spin up / spin down): -8.06 / -8.51 eV

```
! wB97M-V def2-TZVPD RIJCOSX def2/J DEFGRID3
* xyz 2 4
Tc -1.4075 -0.7043 -1.3981
O -1.7099 3.8555 -1.4940
C -0.3887 4.0372 -1.6350
C 0.0458 5.3616 -1.6424
C 1.3814 5.6510 -1.7851
C 2.3355 4.6336 -1.9425
C 1.9274 3.3316 -1.9341
C 0.5590 2.9952 -1.7677
C 0.1943 1.6094 -1.7152
O -1.0808 1.2632 -1.5581
N 1.1249 0.6669 -1.8198
N 0.5527 -0.5488 -1.7548
C 1.1939 -1.6477 -1.9775
C 0.4292 -2.8874 -1.8846
C 0.9731 -4.1370 -2.0876
C 0.1480 -5.2518 -1.9861
C -1.1911 -5.0832 -1.6774
C -1.6750 -3.8025 -1.4739
N -0.8869 -2.7273 -1.5829
H -1.9170 2.9128 -1.4817
H -0.6977 6.1405 -1.5432
H 1.7001 6.6854 -1.7771
H 3.3783 4.8810 -2.0786
H 2.6417 2.5302 -2.0573
H 2.2438 -1.6153 -2.2441
H 2.0244 -4.2347 -2.3226
H 0.5529 -6.2425 -2.1445
H -1.8599 -5.9267 -1.5850
H -2.7101 -3.6234 -1.2146
C 0.5908 -2.0194 3.7406
Si -0.4922 -0.5669 3.8087
C -2.2597 -0.7715 4.1767
C 0.2376 1.0889 3.7279
Se -1.7057 -0.7549 0.8506
H 0.8582 -2.3084 4.7652
H 1.5148 -1.8000 3.2058
H 0.0877 -2.8721 3.2831
H -2.4171 -0.7740 5.2620
H -2.6319 -1.7183 3.7838
H -2.8403 0.0522 3.7592
H 0.4287 1.4434 4.7491
H -0.4416 1.8014 3.2574
H 1.1884 1.0772 3.1953
*
```